38
Properties=species:S:1:pos:R:3:nbo_charge:R:1 method="wB97M-V/def2-TZVPD" total_charge=-1 lumo_ev="2.045 / 0.657" homo_lumo_gap_ev="4.725 / 5.333" spin_multiplicity=6
H -1.421 2.662 2.071 0.401
C -0.757 3.004 -3.350 0.326
C 2.387 0.622 2.317 -0.364
H -1.460 -4.505 -1.185 0.182
C -0.161 2.212 -4.602 0.394
O 0.968 0.115 -4.803 -0.570
C 0.184 0.653 3.278 0.644
O -2.080 -2.896 -0.009 -0.499
O -1.280 -0.902 0.433 -0.697
N -1.503 1.684 1.795 -0.776
H 2.732 1.256 3.145 0.229
O -1.327 4.073 -3.512 -0.523
O -0.231 2.625 -5.741 -0.539
H 0.339 -3.457 -0.517 0.397
H 1.275 -1.122 0.759 0.360
C 3.043 1.097 0.980 0.776
O 4.256 1.165 0.919 -0.637
C -1.885 -4.281 -0.202 -0.267
O 0.560 0.525 4.439 -0.631
C -1.324 0.793 2.940 -0.324
O -0.775 2.370 -0.989 -0.702
H -2.881 -4.718 -0.141 0.206
N 0.950 0.665 2.186 -0.639
C -1.032 -2.045 0.095 0.901
H 1.547 -1.291 -0.844 0.406
N 0.196 -2.559 -0.078 -0.470
O 2.233 1.371 0.036 -0.706
Ru 0.147 1.227 0.458 1.454
H -1.696 -0.198 2.667 0.244
H 2.734 -0.401 2.514 0.218
C 0.136 0.942 -2.646 0.373
H -2.389 1.541 1.313 0.419
N 1.391 -1.821 0.021 -0.646
H -1.256 -4.706 0.586 0.184
H -1.862 1.135 3.834 0.207
C 0.387 0.960 -4.093 0.112
O 0.349 0.025 -1.832 -0.650
C -0.494 2.181 -2.242 0.206

26
Properties=species:S:1:pos:R:3:nbo_charge:R:1 method="wB97M-V/def2-TZVPD" total_charge=-1 lumo_ev=3.318 e_above_lowest_kcal_mol=63.1 homo_lumo_gap_ev=7.790
C -0.015 -0.701 -1.207 0.170
H 0.993 -0.058 -3.240 0.217
C 0.846 -0.687 -2.420 -0.243
C -0.137 -1.811 -0.334 -0.106
H 1.357 3.380 1.901 0.209
C 0.557 -3.012 -0.648 -0.210
H -0.300 4.062 2.579 0.217
C -1.016 0.131 0.546 0.035
N -0.604 0.466 -0.736 -0.540
C -1.393 -1.966 1.967 -0.619
H 0.177 -3.875 -0.302 0.190
H -1.769 -2.992 1.753 0.204
C -0.303 3.911 0.453 0.771
C 1.521 -1.906 -2.633 -0.233
C -0.817 -1.197 0.855 -0.155
C 0.491 3.937 1.771 -0.748
H 0.724 5.142 1.767 0.206
H -0.273 1.404 -1.058 0.482
H 1.756 -4.003 -2.120 0.194
O -0.635 4.999 -0.105 -0.763
H -2.115 -1.605 2.635 0.216
O -0.602 2.754 -0.001 -0.854
H -0.494 -2.128 2.694 0.192
H -1.423 0.893 1.242 0.236
H 2.137 -2.062 -3.521 0.188
C 1.338 -3.073 -1.836 -0.257

26
Properties=species:S:1:pos:R:3:nbo_charge:R:1 method="wB97M-V/def2-TZVPD" total_charge=-1 lumo_ev=3.272 e_above_lowest_kcal_mol=9.5 homo_lumo_gap_ev=7.950
C -0.588 0.633 2.990 -0.262
H -3.484 -0.105 -1.826 0.208
H -0.870 0.482 4.027 0.195
H 1.222 0.666 -1.460 0.467
H 2.203 0.966 0.976 0.240
O 4.302 -1.319 -1.545 -0.746
C 0.784 0.660 2.651 -0.238
C 3.126 -0.941 -1.630 0.777
H 1.676 -2.620 -2.243 0.205
H 1.537 0.729 3.429 0.199
C -1.576 0.649 2.034 -0.198
C -0.935 0.737 -1.537 -0.010
H -0.977 0.738 -2.616 0.199
C 1.200 0.794 1.344 -0.220
H 1.153 -1.576 -1.000 0.196
H -3.987 0.995 -0.516 0.198
H -2.633 0.698 2.267 0.196
C 0.182 0.671 0.381 0.150
C -1.890 0.601 -0.577 -0.124
C 2.059 -2.052 -1.397 -0.748
N 0.321 0.953 -0.972 -0.560
H -3.547 -0.716 -0.211 0.206
O 2.737 0.246 -1.864 -0.807
H 2.475 -2.657 -0.594 0.212
C -1.181 0.589 0.677 -0.115
C -3.306 0.180 -0.787 -0.620

27
Properties=species:S:1:pos:R:3:nbo_charge:R:1 method="wB97M-V/def2-TZVPD" total_charge=+1 lumo_ev=-4.496 e_above_lowest_kcal_mol=42.4 homo_lumo_gap_ev=7.053
C -0.443 -1.803 3.099 -0.082
N 0.532 2.564 -4.182 -0.774
C 1.022 2.183 -1.889 -0.228
O 0.351 -1.724 1.944 -0.399
C 0.743 1.698 -3.194 0.213
H -0.424 0.079 0.942 0.221
C 0.197 -0.809 1.002 0.700
C 1.474 1.846 0.485 -0.550
H 0.268 -1.546 3.927 0.219
O 0.818 -1.093 -0.048 -0.348
C 0.670 0.346 -3.411 -0.272
C 1.019 1.312 -0.776 -0.056
H 0.187 0.024 -4.411 0.242
H -1.237 -3.720 3.958 0.247
H 0.244 -3.729 2.926 0.228
H 1.070 3.289 -1.806 0.228
H 0.816 3.598 -4.062 0.404
H -1.207 -3.425 2.225 0.207
H 0.549 -1.677 -2.475 0.251
H 1.550 2.895 0.665 0.291
C 0.795 -0.534 -2.353 -0.171
H 0.680 2.290 -5.185 0.410
H -1.330 -1.127 3.109 0.203
C -0.733 -3.278 3.099 -0.614
C 0.887 -0.092 -1.054 0.142
O 2.070 0.654 2.523 -0.419
C 1.676 1.306 1.658 0.708

24
Properties=species:S:1:pos:R:3:nbo_charge:R:1 method="wB97M-V/def2-TZVPD" total_charge=0 lumo_ev=0.747 e_above_lowest_kcal_mol=59.4 homo_lumo_gap_ev=9.040
C -0.503 0.127 0.496 -0.006
C -0.979 -1.689 2.682 -0.210
C 1.730 1.123 -2.480 -0.675
O 1.550 -2.183 -0.855 -0.700
C 0.902 0.527 -1.356 0.046
C -0.120 1.005 -0.655 -0.098
H 1.049 -2.235 2.320 0.209
C -1.657 0.095 1.244 -0.230
C 0.176 -1.748 1.904 -0.190
H 0.760 -2.298 -1.408 0.481
H -1.989 1.941 -0.434 0.219
H 2.555 -0.752 0.092 0.187
H -2.828 -0.758 2.784 0.205
H -1.128 -2.488 3.310 0.210
H -0.634 3.172 -0.778 0.224
H -2.421 0.802 1.203 0.202
H 1.604 2.164 -2.506 0.217
C -1.096 2.164 -0.994 -0.644
H -1.295 2.094 -2.088 0.219
H 1.413 0.663 -3.410 0.226
C -1.867 -0.733 2.358 -0.192
C 1.501 -1.024 -0.157 0.163
H 2.808 0.889 -2.156 0.230
C 0.468 -0.860 0.884 -0.093

27
Properties=species:S:1:pos:R:3:nbo_charge:R:1 method="wB97M-V/def2-TZVPD" total_charge=0 lumo_ev=0.568 e_above_lowest_kcal_mol=64.4 homo_lumo_gap_ev=10.037
H 0.714 3.371 -1.954 0.269
C -2.021 0.407 -0.376 -0.205
H 2.750 -1.876 0.384 0.223
C 1.148 -0.784 -0.617 -0.303
S -0.457 2.532 0.394 2.152
C -2.058 -0.663 2.191 -0.180
H -1.949 0.682 -1.405 0.238
C 1.364 0.460 -0.259 0.360
H 1.578 -2.929 -0.337 0.220
C -1.279 0.489 1.946 -0.231
C 1.598 2.983 -1.310 -0.675
H -1.095 1.260 2.671 0.262
H -2.120 -1.094 3.298 0.221
H 1.187 -1.984 1.148 0.223
O -1.144 3.313 -0.600 -0.944
H 0.338 -1.067 -1.365 0.242
H -3.175 -1.293 -0.820 0.211
C -2.634 -0.787 -0.076 -0.195
C 1.721 -1.941 0.164 -0.644
O 1.852 1.399 0.670 -0.451
C 1.128 1.990 -0.311 -0.048
H 2.216 2.684 -2.059 0.232
O -0.277 3.093 1.692 -0.935
H -3.215 -2.331 1.446 0.231
C -2.699 -1.339 1.156 -0.218
C -1.370 1.018 0.666 -0.293
H 2.020 3.894 -0.885 0.239

28
Properties=species:S:1:pos:R:3:nbo_charge:R:1 method="wB97M-V/def2-TZVPD" total_charge=0 lumo_ev=-0.729 e_above_lowest_kcal_mol=6.0 homo_lumo_gap_ev=8.434
C 1.768 1.487 -0.043 0.094
H 1.199 -2.657 0.437 0.243
H -1.391 -0.151 1.394 0.234
O -2.714 -1.229 -1.455 -0.911
H 0.549 3.264 -0.069 0.217
H -2.188 2.607 -0.144 0.224
C -2.769 -2.550 -1.258 0.664
C -1.386 -3.275 -1.471 0.646
H -0.314 -2.493 1.196 0.237
C 3.027 2.172 -0.427 -0.657
H 1.190 -2.011 2.059 0.227
H 2.745 -0.447 0.075 0.225
C 0.652 -1.995 1.061 -0.655
C -0.559 1.568 0.653 0.001
C -0.500 0.237 0.932 -0.280
C 1.833 0.121 0.240 -0.252
O -0.362 -2.522 -1.797 -0.873
C 0.654 -0.556 0.609 -0.018
O -1.359 -4.471 -1.284 -0.562
H 3.150 2.357 -1.506 0.230
O -3.739 -3.184 -0.980 -0.535
H -2.614 1.691 1.343 0.230
H -1.722 3.268 1.434 0.225
Pb -0.860 -0.405 -1.979 1.503
C 0.575 2.170 0.121 -0.267
C -1.872 2.286 0.821 -0.634
H 3.897 1.597 -0.108 0.222
H 3.109 3.119 0.146 0.224

37
Properties=species:S:1:pos:R:3:nbo_charge:R:1 method="wB97M-V/def2-TZVPD" total_charge=0 lumo_ev="-1.388 / -1.001" e_above_lowest_kcal_mol=0.0 homo_lumo_gap_ev="6.794 / 7.147" spin_multiplicity=2
Re 0.068 0.843 0.726 1.062
C 2.901 0.887 -0.154 0.809
H 3.969 0.487 1.668 0.230
C -3.050 1.381 0.250 -0.436
O 0.585 -0.963 0.225 -0.746
H 3.836 1.363 -1.705 0.518
O 4.019 0.962 -0.839 -0.628
H 1.215 -2.601 -3.357 0.223
C -1.626 -2.002 -1.475 -0.631
C 3.047 0.184 1.175 -0.193
O 0.017 -0.471 -2.452 -0.721
C -5.573 1.275 0.935 0.210
S -4.592 0.554 2.236 0.353
O 2.040 3.876 2.609 -0.561
H -0.760 -0.214 -2.959 0.477
H 0.213 -3.819 -2.559 0.230
H 1.352 1.254 3.766 0.235
C 1.557 2.816 2.312 0.747
O 1.840 1.317 -0.572 -0.581
C -3.053 0.793 1.455 -0.415
O 1.478 -2.824 -0.544 -0.584
H 3.051 1.578 3.329 0.213
C 0.733 -1.891 -0.710 0.792
S -1.559 0.279 2.200 0.120
C -0.187 -1.785 -1.942 0.144
H 3.075 -0.890 0.974 0.274
H -0.489 -2.781 -3.818 0.204
S -1.551 1.617 -0.617 0.195
S -4.586 1.851 -0.432 0.346
H -1.748 -3.010 -1.079 0.229
O -6.765 1.356 0.973 -0.542
C 2.034 1.506 2.954 -0.188
O 1.914 0.429 1.999 -0.522
O 0.591 2.629 1.437 -0.682
C 0.215 -2.817 -2.984 -0.617
H -2.306 -1.887 -2.324 0.211
H -1.903 -1.283 -0.704 0.226

25
Properties=species:S:1:pos:R:3:nbo_charge:R:1 method="wB97M-V/def2-TZVPD" total_charge=0 lumo_ev="0.606 / 0.606" smiles="C#C[Si](C)(C)OC1=C=CC=CC=C1" e_above_lowest_kcal_mol=0.3 homo_lumo_gap_ev="9.146 / 9.145"
H -2.333 0.723 2.675 0.256
H -2.704 2.076 1.462 0.252
H -1.586 2.362 -1.443 0.238
C -2.285 -1.418 -0.444 -0.496
H -3.208 1.491 -1.502 0.236
H 3.037 -3.009 -0.529 0.220
H 0.728 -2.388 -1.006 0.224
H -3.365 -3.297 -0.865 0.215
C 1.404 -1.609 -0.703 -0.231
C -2.937 -2.440 -0.523 -0.193
C 3.050 0.990 -0.776 -0.273
C 1.757 0.664 -0.637 0.019
C -2.684 0.986 1.661 -1.118
C -2.015 1.306 -1.366 -1.118
H 3.402 1.784 -1.291 0.211
C 2.601 -1.983 -0.246 -0.160
C 0.956 -0.340 -0.296 0.218
H 4.897 0.705 0.424 0.214
H 4.261 -1.544 1.053 0.209
C 3.681 -1.092 0.280 -0.230
O -0.125 -0.137 0.542 -0.865
H -1.638 0.753 -2.229 0.237
Si -1.688 0.210 0.252 1.856
H -3.709 0.718 1.399 0.252
C 3.884 0.246 0.143 -0.173

42
Properties=species:S:1:pos:R:3:nbo_charge:R:1 method="wB97M-V/def2-TZVPD" total_charge=+2 lumo_ev=-9.293 e_above_lowest_kcal_mol=22.1 homo_lumo_gap_ev=5.746
S -7.121 -1.750 0.969 -0.014
H 1.529 3.766 3.049 0.178
C 1.287 4.623 2.406 -0.083
H 1.868 -2.361 -1.607 0.247
S -7.370 -0.028 -0.357 -0.011
S -3.919 -1.569 -1.205 -0.195
O 2.360 4.921 1.543 -0.492
H 1.120 5.503 3.024 0.233
C 2.625 -5.516 -0.620 -0.100
N -1.004 -2.635 1.013 0.093
C -0.278 2.098 0.683 0.706
F 0.135 1.195 -2.412 -0.510
N -0.209 -2.538 -0.011 0.297
C 2.738 -4.301 -1.292 -0.197
F -2.497 1.033 -1.263 -0.387
C 0.625 -4.767 0.477 -0.172
H 1.767 2.538 -0.754 0.234
H 3.565 -4.133 -1.968 0.250
H -0.209 -4.931 1.143 0.252
H -0.224 5.189 0.990 0.235
S -3.967 0.475 1.367 -0.023
C 0.749 -3.551 -0.208 0.090
As -5.383 -0.736 0.152 0.898
C 2.714 3.827 0.728 -0.083
H 3.013 2.966 1.341 0.177
N -0.866 1.089 0.729 -0.546
F -1.315 -0.434 -3.035 -0.503
H 3.363 -6.290 -0.780 0.249
H 1.480 -6.697 0.762 0.252
H 1.322 4.259 -0.856 0.234
C 0.032 4.312 1.587 -0.238
C 1.799 -3.312 -1.099 -0.174
Tc -2.225 -0.233 -0.041 1.099
O -1.796 -1.606 0.984 -0.260
H 3.557 4.150 0.121 0.232
C 1.568 -5.746 0.257 -0.195
H -0.806 4.039 2.224 0.231
O -0.289 -1.548 -0.777 -0.386
N 0.356 3.206 0.666 -0.402
B -0.710 0.714 -3.317 1.481
F -0.924 1.342 -4.435 -0.460
C 1.543 3.433 -0.178 -0.238

29
Properties=species:S:1:pos:R:3:nbo_charge:R:1 method="wB97M-V/def2-TZVPD" total_charge=0 lumo_ev=-0.037 smiles=CCc1ccc2nc(CB(O)O)cnc2c1 homo_lumo_gap_ev=8.840
B 1.452 -3.675 1.933 1.192
H -2.298 -1.103 -0.354 0.224
H 2.059 -2.970 3.679 0.498
H 0.972 2.500 -1.246 0.221
H -2.045 5.198 -0.386 0.212
C 0.243 1.726 -1.047 -0.215
C 1.979 -3.381 0.470 -0.817
C -1.600 3.362 -1.482 -0.418
C -0.224 -0.582 -0.431 0.092
C -1.598 -0.303 -0.549 -0.183
O 0.131 -4.039 2.125 -0.924
C -2.038 4.123 -0.219 -0.598
H -0.824 3.931 -1.993 0.210
H -3.077 1.136 -0.978 0.212
C 1.464 -2.036 0.038 0.210
N 2.045 0.212 -0.597 -0.374
H 3.065 -3.397 0.434 0.234
O 2.327 -3.598 3.002 -0.919
H 3.458 -1.201 -0.174 0.193
H -1.351 3.904 0.597 0.209
C 0.705 0.447 -0.688 0.160
C -2.015 0.945 -0.894 -0.205
H -0.398 -3.317 2.478 0.503
H 1.575 -4.154 -0.186 0.259
N 0.178 -1.830 -0.062 -0.395
C 2.397 -0.988 -0.247 0.013
C -1.090 1.990 -1.143 -0.006
H -2.449 3.274 -2.159 0.209
H -3.042 3.827 0.080 0.205

32
Properties=species:S:1:pos:R:3:lowdin_charge:R:1 method="wB97M-V/def2-TZVPD" total_charge=+2 lumo_ev=-8.075 homo_lumo_gap_ev=6.166
Cl 3.577 -3.862 1.419 0.154
O -0.443 1.883 -0.344 0.050
H 1.775 2.351 1.417 0.142
O 0.626 -3.725 -0.025 -0.052
C -4.966 0.453 -0.580 -0.552
H -4.134 -1.596 0.206 0.129
Cl -4.322 2.084 -1.183 0.479
H -5.754 0.579 0.276 0.099
H 3.134 -1.969 -2.092 0.130
C -0.977 -1.861 0.707 0.066
Ba 5.746 -3.554 -0.357 1.849
C -1.198 -0.363 0.603 -0.051
H -3.099 -0.748 -1.125 0.122
C -3.729 -0.527 -0.135 -0.261
C 1.732 -1.352 0.177 -0.200
H -1.833 -2.592 1.095 0.159
H -2.834 1.296 1.120 0.108
C 2.613 2.277 0.604 -0.198
C 0.498 -2.429 0.272 -0.256
C -0.017 0.688 0.074 -0.095
O 2.750 0.961 -0.038 -0.148
H 2.389 2.808 -1.686 0.098
C -2.734 0.134 1.025 -0.144
H -5.514 -0.058 -1.509 0.104
C 2.426 3.377 -0.638 -0.083
C 1.531 0.147 0.083 -0.043
H 1.446 4.029 -0.521 0.096
H 3.632 2.544 1.166 0.149
H 3.381 4.089 -0.722 0.097
P 3.524 -2.110 0.175 0.522
O 3.754 -2.553 -1.529 -0.608
H -2.980 -0.400 2.062 0.136